# C5H10O5

2 unconnected molecules or ions with the total composition C5H10O5 (ωB97M-V/def2-TZVPD, the Open Molecules 2025 dataset).

## Properties
Max |F|: 0.040 hartree/bohr
Relative energy (zero: lowest compared OMol25 entry of this formula, charge and spin): 2.352 eV
Total energy: -15582.8123 eV
E_HOMO: -9.9177 eV
Frontier orbital gap: 10.55 eV

```
20
Properties=species:S:1:pos:R:3:forces:R:3:mulliken_charge:R:1
O -3.03472 1.42888 -0.64885 0.4231 0.2206 0.8051 -0.624
C -2.12439 1.46126 0.16209 -0.7259 -1.2103 -1.5189 0.460
C -2.42870 1.19218 1.61620 0.2459 0.2265 0.1015 -0.460
O -3.79561 0.99118 1.81872 0.0891 -0.0464 0.2605 -0.539
C -0.68767 1.68283 -0.31715 -0.3317 1.3800 0.3349 0.213
O -0.70419 2.31384 -1.57716 0.4043 -0.1935 0.3660 -0.598
C 0.24117 0.47912 -0.30046 0.2320 -0.0724 0.3089 -0.568
O -0.07109 -0.32669 -1.41982 -0.2334 0.0801 0.1100 -0.488
H -2.05981 2.04361 2.21134 -0.1030 -0.1292 -0.0336 0.276
H -1.84010 0.31269 1.92952 -0.1578 0.1173 -0.0384 0.256
H -4.22472 1.07818 0.95468 0.1063 0.0154 -0.1485 0.377
H -0.33679 2.43730 0.42282 0.3605 -0.3872 -0.4034 0.361
H -0.62066 1.61908 -2.24401 -0.2348 -0.0999 -0.0852 0.384
H 1.27548 0.84794 -0.36620 -0.2132 -0.0303 0.0452 0.355
H 0.12804 -0.07576 0.64307 0.0378 0.0743 -0.1194 0.319
H 0.64420 -0.94379 -1.58841 0.0381 -0.0096 -0.0045 0.279
C -3.23588 -0.05180 -3.84937 0.9188 0.1516 -0.1553 -0.079
O -2.03207 -0.10956 -3.73012 -0.9762 0.0041 -0.0805 -0.372
H -3.74707 0.91930 -4.02332 0.0468 -0.2720 0.1682 0.210
H -3.86258 -0.96650 -3.83818 0.0733 0.1808 0.0874 0.238
```
Forces are in eV/Å.

***

# C5H10O6P

2 unconnected molecules or ions with the total composition C5H10O6P (ωB97M-V/def2-TZVPD, the Open Molecules 2025 dataset).

## Properties
Max |F|: 0.085 hartree/bohr
Relative energy (zero: lowest compared OMol25 entry of this formula, charge and spin): 0.000 eV
Total energy: -26921.8896 eV
Net charge: -1
E_HOMO: -5.2777 eV
Frontier orbital gap: 8.21 eV

```
22
Properties=species:S:1:pos:R:3:forces:R:3:mulliken_charge:R:1
C -2.12761 0.10493 1.30325 -0.4519 -1.8144 0.5231 0.609
C -3.42570 1.59165 -0.62631 -1.8851 -0.5716 -0.8227 -0.741
C 2.77156 0.84316 -2.69028 -1.8752 -1.2398 -3.1223 -0.588
C 2.09720 -1.18890 1.02069 1.3299 -3.5443 2.2155 -0.239
C -1.48423 0.81055 0.41661 -1.3114 1.3452 -1.0448 -0.320
O -2.51478 -0.74568 2.02342 -0.1044 0.8195 -0.1820 -0.453
O 1.42240 1.34717 -0.24455 -0.7325 0.1394 -0.2300 -0.503
O 3.64304 1.60477 1.01856 0.7907 0.8491 -0.3067 -0.779
O -2.05251 1.54097 -0.64743 1.6606 0.3594 1.5744 -0.278
O 3.59090 1.16788 -1.60902 -1.0469 -0.2633 1.4893 -0.361
O 3.03188 -0.67346 0.16009 -0.2932 2.2362 -1.4993 -0.339
P 2.85923 1.04574 -0.09082 0.5926 -2.2063 0.0718 0.794
H -3.98393 1.83808 0.30510 1.0636 0.4172 0.1551 0.302
H -3.70894 0.49614 -0.73600 -0.7616 1.2178 -0.9387 0.284
H -3.74770 2.40876 -1.39053 0.3386 -2.0767 0.8979 0.196
H 3.07698 1.40172 -3.59848 0.2470 0.2271 0.6363 0.283
H 1.61381 1.00987 -2.68670 2.1200 0.0180 1.0508 0.208
H 2.84461 -0.23549 -3.11609 0.2622 1.1692 1.3868 0.212
H 2.52497 -1.22944 2.12786 -0.7646 0.0015 -1.9145 0.198
H 1.89423 -2.28897 0.69419 0.3324 1.5431 0.6820 0.203
H 1.14231 -0.74644 1.09793 -1.0045 1.0637 -0.3533 -0.063
H -0.51675 1.08751 0.72759 1.4938 0.3101 -0.2690 0.375
```
Forces are in eV/Å.

***

# C5H10OS2

C5H10OS2 in the gas phase (ωB97M-V/def2-TZVPD, the Open Molecules 2025 dataset).

## Properties
Max |F|: 0.021 hartree/bohr
Relative energy (zero: lowest compared OMol25 entry of this formula, charge and spin): 3.110 eV
Total energy: -29061.8075 eV
E_HOMO (alpha / beta): -6.6614 / -7.3522 eV
Frontier orbital gap (alpha / beta): 6.76 / 8.06 eV

```
18
Properties=species:S:1:pos:R:3:forces:R:3:mulliken_charge:R:1
C -1.16556 -0.54637 0.89356 0.0807 -0.0499 0.3663 -0.255
C 0.34456 -0.41207 1.13799 -0.0971 -0.0446 -0.2415 -0.988
C -1.81652 0.71837 0.50374 0.9173 0.2290 -0.2613 -0.388
C 1.19258 -0.35624 -0.14831 0.1667 -0.9766 0.4543 -0.035
C 0.79449 0.65789 -1.12761 0.0163 0.4981 -0.3196 -0.507
O -2.76807 0.81254 -0.44489 -0.5410 -0.2438 -0.4214 -0.498
S 1.13720 -2.08574 -0.89629 -0.1852 0.4333 0.4416 -0.227
S 1.84694 1.97068 -1.55222 -0.1781 0.0057 0.0198 -0.232
H -1.34360 -1.32211 0.14593 -0.1142 -0.0772 -0.0223 0.295
H -1.59826 -0.89514 1.84311 -0.0531 -0.2050 -0.0652 0.260
H 0.53063 0.50455 1.70430 0.0254 -0.0280 0.0132 0.325
H 0.69267 -1.25652 1.73643 0.0279 0.0478 0.0787 0.413
H -1.70039 1.61656 1.08190 -0.0543 0.1556 0.1183 0.399
H 2.23211 -0.20913 0.16183 -0.1304 0.0321 -0.0792 0.486
H 0.12820 0.39229 -1.93061 -0.2294 -0.0200 -0.0293 0.364
H -2.81719 -0.00532 -0.95985 0.0539 0.1533 0.1499 0.335
H 2.04557 -1.84941 -1.83464 0.2060 0.0677 -0.2544 0.130
H 2.26465 2.26518 -0.31436 0.0885 0.0224 0.0521 0.125
```
Forces are in eV/Å.

***

# C5H10OS2

A molecular structure, C5H10OS2 (ωB97M-V/def2-TZVPD, the Open Molecules 2025 dataset).

## Properties
2S+1: 3
Max |F|: 0.150 hartree/bohr
Relative energy (zero: lowest compared OMol25 entry of this formula, charge and spin): 0.740 eV
Total energy: -29058.3368 eV
E_HOMO (alpha / beta): -4.2297 / -9.0686 eV
Frontier orbital gap (alpha / beta): 4.94 / 6.48 eV

```
18
Properties=species:S:1:pos:R:3:forces:R:3:mulliken_spin:R:1
C 0.65133 -0.97623 -0.38074 0.8519 -2.2330 -4.8781 0.026
C -0.86934 -0.76047 -0.64338 2.4825 -0.0579 1.6698 0.027
C 1.17020 -0.26779 0.81212 -2.2301 -0.3441 -1.5691 0.000
C -1.10821 0.63928 -0.38589 -6.2884 -0.0339 -0.9339 0.652
C 0.44082 1.08000 0.74661 5.0903 2.6163 5.1955 0.697
O 0.72705 -0.99253 1.88920 -1.0151 -1.6767 3.0079 0.010
S -2.55139 1.02652 0.59515 1.3451 0.5796 -1.7649 0.306
S 1.36028 2.41870 0.00660 -0.8372 -0.6972 0.5351 0.264
H 0.83959 -2.10448 -0.31364 0.0542 1.4157 -0.1756 -0.002
H 1.14488 -0.63357 -1.41132 -0.4685 -0.5907 2.2226 -0.005
H -1.17582 -1.03100 -1.60912 -0.1639 -0.6306 -1.5334 0.040
H -1.39151 -1.33715 0.05990 -0.9317 -0.9450 0.9049 0.000
H 2.21414 -0.24573 0.87004 1.8076 0.7516 -0.3705 0.007
H -0.92965 1.32134 -1.14540 0.2044 1.2903 -1.3309 -0.058
H 0.19331 1.41438 1.83004 0.2002 -0.3238 -1.9350 -0.041
H 0.95348 -1.96473 1.90036 -0.1271 1.8227 -0.5523 0.003
H -2.00800 0.46472 1.64638 0.2039 -0.6725 1.3494 0.041
H 1.43674 2.02833 -1.29452 -0.1781 -0.2709 0.1586 0.032
```
Forces are in eV/Å.